one) DFT (wB97M-V/def2-TZVPD) results for one molecule with the formula C2H5NO2.

The SMILES is CN(O)C=O. As for the HOMO energy: -9.425 eV. The LUMO energy is 0.64 eV. The gap between HOMO and LUMO comes out at 10.07 eV. Its spin multiplicity is 1.

Geometry (Å):
C1 1.31 0.52 0.16
C2 -0.63 -1.10 0.12
N1 -0.09 0.26 -0.16
O1 2.15 -0.29 0.21
O2 -0.92 1.40 -0.01
H1 1.36 1.57 0.14
H2 -0.17 -1.48 1.16
H3 -1.72 -1.02 -0.06
H4 -0.17 -1.74 -0.70
H5 -1.13 1.88 -0.87

two) DFT (wB97M-V/def2-TZVPD) results for a 2-piece molecular cluster, C2H5NO2 overall.

The SMILES is [H]/N=C/O.C=O. As for the HOMO energy: -9.909 eV. The LUMO energy is 0.96 eV. The gap between HOMO and LUMO comes out at 10.87 eV. Its spin multiplicity is 1.

Geometry (Å):
C1 -1.94 -0.24 -0.08
C2 1.63 0.16 0.12
N1 0.60 0.85 -0.03
O1 -1.15 -1.08 0.20
O2 1.58 -1.12 -0.10
H1 -2.95 -0.16 0.22
H2 -1.74 0.57 -0.69
H3 2.53 0.61 0.43
H4 0.78 1.83 0.26
H5 0.67 -1.42 -0.34

Ranking the structures above from most stable to least stable yields two), one).